Formula: C29H31N2O3S4Ti
Source: OMol25
Level of theory: ωB97M-V/def2-TZVPD

```
70
Properties=species:S:1:pos:R:3:forces:R:3
Ti -0.798740 0.789974 0.426097 1.3 -1.2 -1.9
S 1.331147 0.632085 1.293986 0.4 -0.3 -0.1
C 1.362568 -0.611661 0.070666 1.7 1.3 -0.1
N 2.297046 -0.612117 -0.881210 -1.4 -0.2 0.9
C 2.169763 -1.586272 -1.945634 -0.2 -0.7 -0.3
C 1.825990 -2.935607 -1.332878 0.7 0.2 -0.4
N 0.611232 -2.805644 -0.553221 -0.1 1.5 0.6
C -0.331325 -3.897276 -0.609393 -0.7 -0.6 0.0
C -1.098257 -3.921962 -1.920276 0.1 -0.1 0.0
C -1.308551 -5.140491 -2.553064 0.0 0.1 0.2
C -2.073569 -5.209889 -3.704043 0.0 0.0 0.0
C -2.610125 -4.057247 -4.250401 0.0 0.0 0.0
C -2.382180 -2.835844 -3.638915 0.0 0.1 0.0
C -1.635140 -2.765239 -2.475037 0.1 0.1 0.2
C 0.376538 -1.666498 0.098998 -1.1 -1.8 0.1
S -1.093485 -1.444455 0.989743 0.2 -0.5 -0.2
C 3.445571 0.266686 -0.913119 0.7 0.4 0.1
C 4.660078 -0.564626 -0.560881 0.0 0.1 -0.1
C 4.813227 -0.999019 0.750424 0.0 0.0 -0.1
C 5.877804 -1.811599 1.091486 -0.1 -0.1 0.1
C 6.786660 -2.205029 0.122231 0.0 0.0 -0.1
C 6.635075 -1.775155 -1.185462 0.1 -0.1 0.0
C 5.569282 -0.961147 -1.531025 0.0 0.1 0.1
H 3.112770 -1.644098 -2.488460 -0.1 0.0 0.1
H 1.370991 -1.266856 -2.627726 0.1 0.0 0.0
H 2.649492 -3.261376 -0.685135 -0.1 -0.1 -0.1
H 1.662186 -3.683002 -2.111125 0.0 0.1 0.1
H -1.027208 -3.815879 0.230848 0.2 0.0 -0.1
H 0.229539 -4.828940 -0.496248 0.0 0.1 0.0
H -0.895747 -6.043548 -2.130907 0.1 -0.1 0.1
H -2.242225 -6.167848 -4.169867 0.0 -0.1 -0.1
H -3.198086 -4.109259 -5.152765 -0.1 0.0 -0.1
H -2.787564 -1.935349 -4.073886 -0.1 0.1 0.0
H -1.488398 -1.799586 -1.996935 0.0 -0.1 0.0
H 3.307731 1.074022 -0.189861 -0.1 -0.1 -0.2
H 3.530374 0.687214 -1.918998 -0.1 0.0 0.1
H 4.102179 -0.686214 1.501308 -0.1 0.0 0.2
H 5.995286 -2.142405 2.110530 0.0 0.0 0.1
H 7.616717 -2.838461 0.389466 0.1 -0.1 0.0
H 7.343177 -2.071583 -1.942380 0.1 0.0 -0.1
H 5.466685 -0.616939 -2.549730 0.0 0.1 -0.1
O -3.903930 6.462301 0.160011 -0.4 0.5 0.1
C -3.205181 5.520115 0.759538 0.5 -0.6 -0.1
O -3.137503 5.416052 1.956304 -0.2 0.3 0.0
C -2.500179 4.489080 -0.084959 0.2 -0.2 0.2
C -3.242556 3.622100 -0.886050 0.1 0.0 -0.1
C -2.635099 2.528931 -1.472348 0.0 0.1 0.1
C -1.271256 2.303271 -1.259915 0.2 0.3 -0.5
S -0.521758 0.817775 -1.860738 -0.1 0.1 -0.3
C -0.502396 3.201225 -0.490387 0.1 0.1 -0.5
C -1.133287 4.284980 0.101078 -0.3 0.2 0.0
H -3.823750 6.504762 -0.804318 0.2 -0.2 0.2
H -4.300659 3.781728 -1.030872 -0.1 0.1 0.0
H -3.188806 1.850771 -2.111612 0.0 0.0 0.1
H 0.585287 3.082361 -0.432678 -0.4 0.0 0.0
H -0.565468 4.986734 0.696467 0.0 0.0 0.1
O -1.856505 1.534523 1.688804 -1.5 1.0 1.2
S -1.430208 1.532452 3.192594 -0.4 0.4 1.3
C -1.656501 3.262196 3.707850 0.2 0.1 0.0
C -2.443870 3.189202 5.003873 -0.1 -0.1 0.1
C -3.562216 2.188229 4.735519 0.0 0.1 0.1
C -2.902204 0.961782 4.115706 0.0 -0.1 0.0
H -2.231900 3.769580 2.926306 0.1 -0.2 -0.1
H -0.682283 3.733404 3.815921 0.1 -0.1 -0.1
H -2.837880 4.172870 5.254595 0.1 0.0 0.0
H -1.810999 2.853592 5.827540 0.0 0.0 0.0
H -4.286476 2.627060 4.048247 0.0 -0.1 0.0
H -4.078929 1.912584 5.653688 -0.1 0.0 -0.1
H -3.532450 0.399356 3.428382 0.1 0.0 -0.1
H -2.519547 0.279123 4.874255 0.1 0.0 0.0
```
Positions in Å, forces in eV/Å.

Values from the calculation:
- Frontier orbital gap (alpha / beta): 6.43 / 6.36 eV
- Relative energy (zero: lowest compared OMol25 entry of this formula, charge and spin): 77.4 kJ/mol
- Total charge: +2
- ⟨S²⟩: 0.7958
- Highest occupied orbital energy (alpha / beta): -13.651 / -13.913 eV
- 2S+1: 2

Partial charges, Mulliken, in e: Ti 0.2400; S -0.2712; C -0.0389; N 0.4039; C -0.7284; C -0.6797; N 0.2448; C -1.7611; C 0.9251; C -0.5278; C -0.6546; C -0.4782; C -0.7917; C 0.3484; C 1.0004; S -0.4389; C -1.2866; C 0.5752; C -0.0856; C -0.8238; C -0.4786; C -0.7099; C -0.3531; H 0.5260; H 0.2730; H 0.3494; H 0.5001; H 0.4993; H 0.5022; H 0.3861; H 0.4118; H 0.4145; H 0.4287; H 0.1345; H 0.6140; H 0.4819; H 0.3950; H 0.4323; H 0.4234; H 0.4131; H 0.4696; O -0.4514; C 0.3747; O -0.5247; C 0.1468; C -0.4925; C -0.7481; C 0.4207; S -0.3215; C -0.2523; C -0.8911; H 0.3779; H 0.5182; H 0.5586; H 0.6006; H 0.5632; O -0.1735; S 0.5785; C 0.2089; C -0.8337; C -0.6221; C -0.7328; H -0.3668; H 0.4964; H 0.3963; H 0.3678; H 0.3006; H 0.3890; H 0.3560; H 0.4718